Molecular formula: C5H11NO
Method: DFT, ωB97M-V/def2-TZVPD

Bonds (Å) are listed after each position.
Element x y z (Å)
1 C 0.357 -0.789 -2.047  C2 1.556, H8 1.082, H9 1.087, H10 1.108
2 C 0.290 -0.790 -0.493  C1 1.556, N3 1.494, H11 1.086, H12 1.112
3 N 0.114 0.551 0.142  C2 1.494, C4 1.448, C5 1.414
4 C -0.265 1.703 -0.649  N3 1.448, H13 1.095, H14 1.094, H15 1.084
5 C -0.326 0.578 1.485  N3 1.414, C6 1.529, O7 1.205
6 C -0.088 -0.689 2.307  C5 1.529, H16 1.116, H17 1.085, H18 1.077
7 O -1.055 1.460 1.863  C5 1.205
8 H 0.106 0.096 -2.617  C1 1.082
9 H 1.395 -0.990 -2.297  C1 1.087
10 H -0.468 -1.403 -2.461  C1 1.108
11 H 1.203 -1.317 -0.228  C2 1.086
12 H -0.526 -1.387 -0.030  C2 1.112
13 H -0.155 2.532 0.057  C4 1.095
14 H -1.250 1.605 -1.114  C4 1.094
15 H 0.451 1.859 -1.447  C4 1.084
16 H 0.924 -1.089 2.063  C6 1.116
17 H 0.126 -0.486 3.351  C6 1.085
18 H -0.832 -1.444 2.113  C6 1.077

Summary:
HOMO-LUMO gap: 9.76 eV
Multiplicity: 1
Energy relative to the best compared isomer or geometry (same formula, charge and spin): 34.7 kcal per mole
F_max: 2.83 eV/A